Record 1
DFT (ωB97M-V/def2-TZVPD) results for C34H33Br2IKN6O2SSb as an isolated structure at a distorted geometry.

```
! wB97M-V def2-TZVPD RIJCOSX def2/J DEFGRID3
* xyz 0 1
C -1.50 2.05 2.12
H 2.42 1.08 4.64
H -1.19 -3.35 -0.58
H 4.53 0.02 1.99
C 0.96 -2.60 -2.21
C 2.56 0.49 -2.04
C 2.89 -3.95 -2.88
H -4.10 -1.69 1.64
H 1.09 1.95 3.82
C 3.93 0.93 1.99
C -4.68 1.20 -2.66
N 0.79 1.93 -1.20
C -2.86 -4.39 0.26
O 0.66 -2.19 0.13
C -1.74 2.08 4.51
N -2.47 -2.19 0.43
C -1.76 2.76 3.30
N -1.24 0.74 2.13
H -1.32 -0.99 -3.92
C -3.83 3.14 -1.58
Sb -1.53 3.35 0.36
N -0.12 -1.82 -2.49
H -4.32 -1.56 -1.53
C -0.82 -1.38 3.26
C -2.89 2.33 -0.97
H -2.67 -5.40 -0.05
C 2.37 4.20 -1.32
H 2.99 5.09 -1.39
C 1.29 -3.03 -4.56
C -3.63 -1.05 -2.21
C 2.58 -3.37 -0.58
S 2.19 0.49 2.34
H 3.86 2.89 -2.16
H 1.84 -3.50 -5.37
H 2.48 -0.18 -1.18
H -0.12 -2.06 -5.83
O 1.39 1.15 1.25
H -5.50 3.15 -2.95
H 0.71 5.19 -0.37
H 5.13 2.65 2.54
N -2.82 1.01 -1.18
C 1.73 -3.22 -3.23
K -0.18 -0.15 0.01
H 3.29 3.42 4.24
H 3.61 0.55 -2.34
Br 3.92 -4.84 -4.21
H 4.22 -4.53 -1.33
H -3.90 -1.32 -3.23
H -1.38 0.17 5.44
H 1.98 0.05 -2.86
H 0.07 -1.57 2.65
I -5.41 -4.85 1.94
Br 3.25 -3.41 1.20
C 4.38 2.00 2.98
N -2.07 -3.35 -0.08
C -1.18 0.08 3.30
H -1.62 -1.96 2.81
C -4.74 2.56 -2.45
H 4.83 1.53 3.86
H 2.73 3.33 2.57
C 2.13 1.64 3.74
H -2.63 -1.41 -1.98
C 1.10 4.26 -0.76
H -0.64 -1.76 4.27
H -5.38 0.70 -3.33
C 3.31 -4.00 -1.58
C 0.21 -2.24 -4.82
C 3.12 2.75 3.40
C -3.85 -3.85 1.05
C 0.35 3.09 -0.71
C -3.56 -2.47 1.12
H 3.85 1.31 0.96
H -1.97 3.82 3.26
C -3.70 0.44 -2.01
C -0.46 -1.64 -3.74
C 1.35 -2.70 -0.79
C -1.43 0.73 4.51
C 2.04 1.86 -1.67
H -1.94 2.60 5.44
C 2.85 2.98 -1.76
H -3.86 4.21 -1.39
*
```

Properties
LUMO in eV: 0.2
Energy relative to the best compared isomer or geometry (same formula, charge and spin) in eV: 1.4443
HOMO energy in eV: -6.699
Gap between HOMO and LUMO in hartree: 0.2551

Record 2
DFT (ωB97M-V/def2-TZVPD) results for C34H33Br3N6O16V as an isolated structure at a distorted geometry.

```
! wB97M-V def2-TZVPD RIJCOSX def2/J DEFGRID3
* xyz -2 2
C 14.30 22.47 -0.62
C 12.94 9.86 -3.27
C 9.53 16.35 -0.46
C 14.91 11.13 -3.25
C 13.58 15.44 -5.66
O 16.48 20.36 1.30
H 15.81 14.22 -8.58
H 14.42 9.60 -1.82
H 6.06 16.88 1.03
C 9.30 11.65 -1.20
O 18.40 13.39 -0.20
C 11.10 12.71 -2.42
H 10.54 16.19 -0.79
C 15.20 14.60 -7.77
C 8.88 15.23 0.00
C 13.00 14.67 -6.70
H 15.07 19.15 -0.52
O 16.24 11.30 -1.28
C 13.45 22.33 -1.68
O 12.10 16.05 1.42
H 15.08 12.66 -4.65
C 19.08 14.42 -2.20
H 8.30 11.27 -1.09
H 19.62 15.33 -2.48
H 11.30 17.77 -2.55
V 13.63 15.91 1.08
C 7.58 17.69 -0.20
C 13.25 11.49 -4.99
H 14.49 23.43 -0.17
O 14.43 17.01 1.89
H 9.77 10.92 0.76
N 12.51 11.25 0.82
C 14.88 14.91 -1.56
H 8.95 12.56 -3.06
O 16.98 12.26 -3.10
C 12.50 10.49 -4.40
O 12.20 10.48 1.69
C 14.95 15.69 -5.68
H 11.52 10.23 -4.77
H 15.45 16.14 -4.84
Br 10.19 20.01 -3.05
N 19.26 14.10 -0.73
H 13.68 19.10 -2.54
C 9.73 12.31 -2.36
N 16.13 11.59 -2.51
O 15.25 14.52 -0.16
C 10.14 11.30 -0.18
C 10.74 18.21 -3.38
O 13.66 11.73 0.64
C 14.95 21.34 -0.14
H 15.16 17.05 -1.74
O 20.30 14.44 -0.25
H 12.79 12.09 -5.76
H 14.10 14.30 -2.02
N 15.85 21.41 1.06
C 11.53 11.63 -0.24
H 9.34 14.26 -0.08
C 13.79 19.97 -1.91
H 13.90 16.50 -2.82
C 14.67 20.11 -0.83
H 7.16 14.58 1.07
O 5.74 18.98 0.13
O 7.30 19.86 -1.05
C 6.99 16.67 0.53
C 14.10 10.15 -2.70
C 11.92 12.41 -1.35
C 14.46 11.82 -4.39
H 11.54 13.18 -3.29
C 13.84 14.26 -7.77
C 13.17 21.14 -2.30
Br 9.21 17.09 -4.04
H 18.07 14.75 -2.42
H 13.02 15.67 -4.77
H 16.86 15.49 -6.75
H 19.37 13.58 -2.83
H 9.56 18.39 -0.92
H 13.00 23.25 -2.03
O 10.98 14.55 -5.58
H 12.92 12.83 -1.38
O 13.33 16.91 -0.96
H 13.44 13.60 -8.53
N 6.85 18.95 -0.40
N 11.57 14.32 -6.66
C 14.29 16.39 -1.81
H 12.47 21.13 -3.12
O 15.90 22.42 1.69
C 7.65 15.41 0.59
Br 12.11 18.42 -4.91
H 15.71 14.81 -2.25
H 12.26 9.08 -2.94
C 8.93 17.56 -0.64
O 11.15 13.55 -7.54
C 15.80 15.29 -6.72
*
```

Properties
LUMO (spin up / spin down) in eV: 3.0 / 3.0
HOMO energy (spin up / spin down) in eV: -0.592 / -3.420
Gap between HOMO and LUMO (spin up / spin down) in hartree: 0.1323 / 0.2362

Record 3
DFT (ωB97M-V/def2-TZVPD) results for C34H33Br65INO3 as an isolated structure at a distorted geometry.

```
! wB97M-V def2-TZVPD RIJCOSX def2/J DEFGRID3
* xyz 0 1
Br 11.97 -4.93 9.24
H -0.46 5.77 -5.83
H -2.46 -1.64 -2.97
Br -1.09 5.92 -3.44
H -9.63 -3.79 -10.84
Br -4.44 5.22 3.68
C 6.14 -3.13 3.39
C -5.33 5.58 2.01
H -2.47 0.69 9.10
C -2.54 1.48 9.82
Br -8.82 -9.51 -11.88
C -0.30 -2.22 3.02
C 3.38 -1.22 0.68
Br 11.11 -3.19 6.72
Br -8.43 5.05 -2.98
C -5.23 -2.83 -5.77
C 2.30 1.41 1.86
Br 1.79 -2.80 -3.80
C 0.51 -7.30 2.22
O 3.33 -0.69 -0.40
H 3.02 1.66 1.09
H 8.82 -5.21 8.72
Br 3.14 11.40 -2.24
Br -2.50 -5.13 8.15
C 4.54 -2.07 1.11
C 7.61 5.95 -6.11
C 12.01 -3.19 8.42
N 5.40 -3.72 2.61
Br -5.38 -4.21 4.23
Br -4.86 7.16 -7.71
Br -4.73 -6.81 5.97
Br -2.12 -1.57 -0.54
Br -8.80 8.22 -3.08
Br -7.61 -4.95 -11.66
Br -4.13 -3.34 -2.27
Br -1.16 -3.52 -4.79
C 4.73 6.98 -2.01
Br 2.31 -7.34 1.55
Br -0.70 -8.33 1.11
Br 7.45 -3.87 7.16
Br -3.52 2.92 8.98
Br -1.45 5.04 0.55
H -7.34 -7.74 -12.74
C 4.35 -2.89 2.13
Br 11.32 -1.83 9.59
Br 4.40 -4.74 5.69
H 2.40 -4.31 4.30
O 2.75 -4.04 3.40
Br -7.90 -2.63 -9.50
H 13.05 -2.95 8.23
Br -6.41 -4.20 -6.44
O 6.85 -2.56 4.15
C 1.44 2.60 2.29
Br -4.31 -0.13 -2.36
Br -6.17 -1.17 -5.48
Br -1.66 7.93 -5.87
C -7.15 -8.77 -12.49
C 0.98 -1.71 3.68
Br 1.90 -2.83 6.21
H -1.52 1.91 -3.98
H -2.30 -2.76 3.40
H 5.59 11.08 -2.22
C -4.10 5.41 -7.95
C -3.17 -1.67 -2.15
H 2.87 1.07 2.71
C -1.44 -2.47 3.98
Br -3.47 0.78 11.35
Br 0.78 1.29 -4.66
Br 3.93 5.46 -2.87
H -0.26 -4.09 8.26
H 1.24 0.24 0.36
C -2.12 3.39 -0.17
H 0.52 -7.76 3.19
Br 1.45 -5.97 5.87
H 1.94 3.51 1.98
H -3.11 3.59 -0.55
Br -1.95 -0.84 4.93
Br -0.11 -5.49 2.45
Br -1.06 2.78 -1.67
C 1.45 0.20 1.42
Br 7.70 -3.71 10.33
H 1.17 -2.33 4.55
Br 5.22 11.52 0.18
Br -6.41 6.94 -1.40
I 6.34 -1.86 0.05
Br -9.33 -5.44 -9.02
H -1.25 -3.29 4.66
Br 3.61 7.71 -0.63
H 5.64 6.64 -1.54
Br -2.03 0.10 -5.58
Br -2.30 2.03 1.18
C -1.10 1.66 -4.94
C 4.95 11.79 -1.71
Br -2.57 -5.68 3.91
H -3.60 -4.62 5.89
H -0.65 -1.48 2.30
C 0.55 -2.77 -5.28
H -6.91 6.81 -3.82
H -4.88 -3.16 -4.80
C -8.75 -4.15 -10.33
C -4.01 -5.24 5.11
Br 8.13 7.71 -6.67
Br -2.45 5.48 -8.93
H 8.23 5.24 -6.64
C -0.47 6.60 -5.14
Br 1.34 7.24 -5.01
Br -5.35 4.18 -8.74
Br 1.28 -3.62 -6.85
Br -3.66 -2.62 -6.85
Br -5.82 -8.77 -11.09
H -0.12 -3.14 2.46
C 2.09 -1.88 2.69
C 2.27 -1.04 1.68
Br -1.67 -2.07 8.50
Br -6.52 -9.65 -14.08
C -7.55 6.76 -2.95
Br 5.23 8.32 -3.31
Br -5.39 4.01 0.89
Br 6.66 -6.39 8.94
Br 1.38 2.65 4.26
C 7.80 -4.85 8.78
H 0.89 -0.67 3.97
H -3.87 5.03 -6.96
Br 5.49 13.55 -2.26
C -1.17 -3.91 8.82
C 2.52 -4.45 5.37
C 3.01 -3.02 2.81
Br -1.35 3.17 -6.10
H 0.43 2.56 1.92
Br -0.77 -4.22 10.67
Br -4.55 7.08 1.09
Br 7.93 5.68 -4.23
Br 5.78 5.56 -6.58
H 0.38 -1.73 -5.52
H 0.52 0.19 1.98
Br -0.74 2.01 10.26
H -6.35 5.84 2.24
*
```

Properties
LUMO in eV: -2.1
HOMO energy in eV: -9.052
Gap between HOMO and LUMO in hartree: 0.2536